Formula: C42H90F2O18
Source: OMol25
Level of theory: ωB97M-V/def2-TZVPD

Properties
Structure (SMILES): O=C1OC[C@@H](F)O1.O=C1OC[C@@H](F)O1.CCOC(C)=O.CCOC(C)=O.CCOC(C)=O.CCOCC.CCOCC.CCOCC.CCOCC.CCOCC.CCOCC
Electronic energy (a.u.): -3208.2432

Atoms and positions in Å:
H: 3.2026 2.7037 -1.8696
C: 1.3656 -1.9547 1.3931
H: -1.3282 -5.2255 1.3956
H: 1.0226 0.1208 2.0397
C: -1.8833 1.7003 4.3823
H: 3.5794 0.8493 1.4500
H: 1.8781 -2.0581 2.3580
H: -3.7766 -5.7225 4.9455
H: -2.0254 -0.5083 1.2578
O: -3.8798 1.4269 5.4952
C: -1.8959 -2.5967 3.5530
C: 4.0997 -4.3867 -3.9111
H: 1.7632 7.9772 1.9013
C: 2.7145 -5.3692 -0.6214
H: -2.1182 -1.5513 3.7174
H: -3.3653 -2.8315 -9.0711
O: -5.0299 0.6550 3.7311
C: -4.0088 1.0129 4.2155
C: -4.5860 2.2190 -2.1695
C: 0.8043 5.6209 1.5673
C: -2.1305 -0.0420 -0.8774
H: 0.6547 8.2636 4.7004
C: 5.7288 4.0154 -0.8058
F: 3.9592 -0.7158 2.5901
H: 5.8024 -5.8143 -4.2704
H: -3.4572 -6.3861 7.1686
C: 1.9144 1.5896 -0.4528
F: -0.7629 0.8895 4.5690
H: -4.9654 2.2329 -1.1477
H: -4.7128 1.2205 -2.5890
H: 1.6046 -8.0085 2.2175
C: -4.1349 -1.9374 -3.4846
O: -4.4295 4.4487 -2.9264
C: -0.9701 3.6908 -3.2159
C: 0.9758 7.7114 2.6194
C: 1.8616 -7.4292 3.1101
H: 0.1776 -4.8268 0.8212
H: -0.1842 -0.9251 2.4803
H: 2.3108 -4.6924 0.1245
O: -2.8156 1.0357 3.5699
H: 5.7642 -0.9945 0.9343
H: -1.2838 3.6550 -1.0834
C: 0.4790 -0.7413 1.6244
C: 5.5650 -4.7844 -4.0128
H: 0.0149 4.0191 2.7478
H: -0.4806 -0.4618 -4.0958
O: -3.5194 -3.0653 5.2270
H: -2.1401 -3.2214 -7.8453
O: 3.9306 2.7310 0.1435
H: -3.1432 -2.3825 -3.3310
H: -4.2706 7.6705 -3.9899
H: -0.0200 8.0861 2.3463
C: 5.5698 0.0802 0.9628
O: 0.9158 6.3239 2.8050
H: 3.8863 -7.0338 4.1143
H: -1.6300 5.2027 -1.8196
H: -6.2503 3.5357 -2.5220
O: -1.9721 -4.6397 4.7709
C: 3.4747 -4.5640 -1.6604
H: 3.6629 -8.6058 3.2125
C: -3.9808 6.7238 -3.5467
C: 6.2966 1.5800 2.4790
O: -0.2100 -0.5347 0.4133
H: -4.8201 -1.6994 -7.3844
H: -4.7590 -2.8021 -3.2628
C: 2.8935 2.6868 -0.8190
O: 4.1215 -3.5873 -1.4091
C: 4.4326 0.3812 1.9379
H: -0.1097 6.0309 1.1219
O: -3.7248 -2.3049 -5.8049
H: 1.4671 1.7914 0.5195
H: -1.7265 -6.0489 7.1811
H: 6.0623 -4.5213 -3.0785
C: -2.5347 1.8609 5.7411
O: 1.5512 -6.0641 2.9310
H: -5.2037 5.3189 -4.7068
H: -1.5226 2.5945 3.8698
H: 1.1025 1.4243 -1.1597
H: -2.1477 -2.9605 2.5571
H: -3.2864 -0.9488 -7.4211
H: -2.2915 -6.6700 4.9646
H: -2.5258 2.8886 6.1065
H: -1.5792 0.5083 -1.6415
H: -4.1447 -1.0395 -2.8792
H: 0.0098 3.6811 1.0262
H: -3.8180 6.8734 -2.4753
C: -2.6115 -3.4697 4.5637
H: -0.2193 -6.4996 0.7847
H: -2.0153 3.4991 -3.4839
O: 3.3872 -5.0950 -2.9014
C: 3.3671 -7.5593 3.3197
O: 6.9715 2.3606 3.0623
H: -1.5061 1.5816 -4.5972
H: 2.3279 3.6311 -0.7800
H: -1.3685 1.1351 0.7302
H: 6.3084 3.0982 -0.8724
H: 3.9453 4.8378 0.1275
H: 3.9237 -3.3145 -3.8405
H: 1.3652 -7.8108 4.0108
H: 5.3350 4.2982 -1.7805
C: -2.7436 -5.7346 5.2898
C: 0.2571 0.3404 -4.1997
C: -4.2836 -1.5024 -4.8932
H: -3.1833 0.2323 -0.9170
H: -5.4468 2.9946 -4.0130
H: 1.9289 -5.9190 -1.1351
C: -0.3016 -5.6093 1.4133
H: 1.4791 3.5087 1.8565
C: -5.2767 3.3297 -2.9836
C: 0.5913 4.1409 1.8305
H: -2.8415 -4.6743 7.1886
H: 0.7484 0.1607 -5.1559
H: 0.0074 4.8209 -1.6400
H: 2.3492 7.8856 4.2041
O: 5.0154 1.3015 2.8121
C: -4.8891 5.5344 -3.6746
C: -3.1989 -3.0302 -8.0130
C: -1.4911 0.0696 0.4983
H: 3.8037 -7.1564 2.3935
H: 5.9715 -4.1818 -4.8299
H: 3.4148 -6.0479 -0.1375
C: 0.1379 -5.8285 2.8453
H: -0.5016 4.3013 -3.9925
H: 1.7120 9.4014 3.7649
O: -0.3048 2.4246 -3.0958
H: -0.4797 -6.5237 3.4081
H: -2.0891 -1.0916 -1.1853
H: 0.8052 -2.8784 1.2426
C: 1.4078 8.3658 3.9229
C: -3.7660 -1.8993 -7.1786
H: 4.9916 4.0307 1.2579
H: -2.9991 6.4320 -3.9393
H: -3.7157 -3.9573 -7.7599
H: 0.0387 2.2091 -5.1346
C: -0.9517 4.3437 -1.8577
H: 2.3642 0.5972 -0.3509
H: 0.9430 0.1770 -3.3716
H: 6.4288 4.7814 -0.4494
H: 5.4131 0.3708 -0.0742
H: -3.5089 2.3829 -2.1349
H: 0.0392 -4.8457 3.3042
H: -2.1515 1.1998 6.5162
C: -2.6913 -5.6861 6.8274
H: 3.6397 -4.6655 -4.8639
C: -0.4604 1.7045 -4.2961
H: 2.1478 -1.9453 0.6360
H: 1.6775 5.8170 0.9403
O: 6.7011 0.7438 1.5105
H: -5.8731 5.8431 -3.2664
O: -4.9242 -0.5178 -5.1724
H: -0.8364 -2.7981 3.7284
C: 4.6207 3.9812 0.2323



Formula: C43H101N7O4
Source: OMol25
Level of theory: ωB97M-V/def2-TZVPD

Properties
Structure (SMILES): CC1(C)CCCC(C)(C)N1O.CC1(C)CCCC(C)(C)N1O.C[N+](=O)[O-].CCN(CC)CC.CCN(CC)CC.CCN(CC)CC.CCN(CC)CC
Electronic energy (a.u.): -2382.8574
Energy above the lowest of the compared OMol25 structures with the same formula, charge and spin (kJ/mol): 0.0

Atoms and positions in Å:
H: -3.2288 -0.9075 0.1731
C: -1.0810 -5.1276 2.4817
H: -1.6577 -6.0675 2.2256
O: -1.8453 -1.5808 2.3032
H: -2.9331 2.9428 -5.7718
N: 2.3794 2.9974 2.2909
H: -1.4416 -3.3321 0.0993
H: 1.8489 5.9591 -7.4160
C: -0.7856 -5.1914 3.9446
H: -4.3417 1.4229 4.7895
C: 4.5152 5.6814 -3.9433
H: 2.9891 1.8229 0.6659
H: 2.3737 -2.3481 -1.2513
C: 2.6535 5.4649 2.8372
C: -4.1485 -0.3636 0.0226
C: 1.6521 7.0227 -3.4539
H: 0.8179 -4.8844 -1.0689
C: -3.4328 -4.1974 2.7733
H: 3.9034 -3.9930 -2.4267
O: 0.9163 0.2211 -1.5351
N: 2.8217 -5.2559 0.5912
H: -2.6075 -1.3882 -4.7949
C: 0.5666 2.6958 3.9507
H: 5.5588 5.9259 -3.7874
H: -2.8645 2.0740 4.0666
C: 1.9267 5.1377 -6.7369
H: 2.0395 -6.0050 -1.6901
O: 3.1337 -6.5873 0.2848
N: -4.7232 -0.3032 2.4683
H: 1.6795 -4.5337 -2.5636
C: 0.1250 -1.5803 4.3129
C: 1.6332 5.4920 -5.2711
H: 0.2504 3.7356 4.0720
H: -1.6800 -5.0976 4.5270
C: 1.1419 2.3043 2.6134
C: -0.0168 -3.9957 4.3528
H: -7.5628 -0.0284 2.3308
C: 3.5198 -4.8223 1.8210
H: 4.0545 6.7325 -5.8622
H: 2.3199 6.4579 2.4265
H: 2.9863 4.7973 -6.9125
H: 4.4684 4.6203 -4.3704
H: 5.0130 -3.9303 -1.0483
H: -2.7697 -1.3880 2.6001
H: -0.2055 -4.9176 1.8196
H: 4.9346 0.7876 1.9427
H: -4.0207 -4.6773 2.0020
H: -1.6561 -2.2422 6.0659
H: -2.5925 -1.7257 4.7407
H: -7.6553 0.2643 4.0499
C: 4.1865 -4.4305 -1.5240
H: 2.1342 5.2962 3.7790
H: -3.9144 0.6681 -0.0750
C: -2.6652 -0.6775 -3.9891
H: 0.2380 0.0926 1.2435
H: 4.4468 -5.4835 -1.5909
H: -3.0857 -3.0228 0.4822
H: -1.0933 2.5700 -4.2622
H: 3.5791 -2.9109 2.8860
H: 1.0061 -1.6714 3.6665
H: -0.5070 6.4647 -3.5346
H: -5.7799 -1.3706 1.0896
H: 3.9858 7.7363 -4.4652
C: -2.2896 -3.7559 0.6423
C: -5.2239 -0.4778 1.1197
H: -1.7633 2.8120 -6.8799
H: -3.8964 -3.2260 3.0295
H: 3.6728 5.3241 3.1476
H: 1.4186 1.2117 2.6065
H: 5.5571 -4.7046 2.7063
C: 5.0916 -4.8263 1.7646
H: 0.1244 -3.9049 5.4185
H: -0.6437 0.9074 -4.1368
H: -2.9495 0.4038 4.3342
C: 1.7789 -4.9663 -1.5723
C: 3.3709 2.2360 1.6144
H: 2.5149 4.5945 0.8899
H: 0.6641 0.9381 -6.2231
H: 4.3149 -2.4523 0.6565
H: -1.7605 -0.6290 -3.4175
H: -3.3353 1.6070 -3.9987
C: 0.1977 7.3755 -3.4760
H: -1.3357 -0.2475 0.4647
C: 3.2547 -2.4244 0.8213
C: -3.5690 1.7392 -7.5362
H: -2.7069 -3.3775 5.2606
H: -3.2143 0.9629 -8.2099
H: -5.9256 0.3271 0.9215
C: -0.8553 -2.7437 4.0578
H: 3.5308 -5.2817 3.8235
H: -0.3463 -0.6061 4.2955
H: 4.6170 1.8067 3.3139
H: -6.0560 -1.6588 3.2272
H: -0.0922 7.9336 -2.5922
H: -4.8242 1.7439 2.3485
C: 3.0078 -3.3556 2.0554
C: 0.4553 1.9137 -5.7156
O: -0.7684 1.5325 -1.0637
H: 0.4627 -1.7633 5.3142
C: -2.0384 -3.9680 2.1388
H: -0.3186 2.0539 4.0626
C: -0.7812 1.6582 -4.8499
H: -3.8175 2.7237 -8.0576
C: 3.7541 6.7260 -4.7992
H: 0.0918 8.0579 -4.3063
H: -3.3132 1.1773 1.8821
C: -2.9956 0.6782 -4.6206
H: 2.0163 -3.3733 2.4240
H: 5.4903 -4.0550 1.1237
H: 0.5504 5.5230 -5.1368
H: -3.4945 -4.8582 3.6919
N: -1.2724 -2.8406 2.6474
H: 5.4476 -5.8415 1.4411
H: -4.5663 -0.7483 -0.9217
C: 2.4526 -2.9521 -0.3560
N: -0.0069 0.6138 -0.8363
H: 0.0759 -1.2776 0.0463
H: -3.4886 -0.8587 -3.4239
H: 4.0942 -6.6643 0.2486
C: 2.8483 -4.3738 -0.7142
H: 1.2899 2.2764 -5.0923
H: -0.3452 -6.1443 4.2733
H: 4.0069 5.6078 -2.9840
H: -6.7001 1.3017 3.0461
H: -3.9345 0.4700 -5.2004
H: -2.5415 -4.7545 0.2004
H: 2.1781 7.8851 -3.0711
H: 0.9464 -3.9404 3.8696
H: 2.9669 -1.3987 0.9887
H: 3.5305 0.4901 2.9943
H: 3.5592 -6.7644 2.7155
H: 1.3145 2.5584 4.7527
C: -0.2818 -0.2630 0.3289
H: -5.3880 -0.6204 4.4483
N: -1.9768 1.1906 -5.6348
H: 1.1594 4.4208 -7.1235
H: 1.8983 6.2327 -2.7783
H: 0.4053 2.6288 -6.5401
H: 1.4395 -3.1841 -0.1005
C: -2.0079 -2.5596 5.0916
C: -7.0023 0.2744 3.2478
H: 1.9317 4.5967 -4.6949
C: -4.0921 1.0111 2.6380
H: 4.1245 2.9642 1.3720
C: 3.1425 -5.7719 2.9379
H: -4.5225 1.3138 -7.2327
H: 2.0787 -5.7851 3.0650
C: -3.5708 1.2353 4.0450
C: 2.1429 4.3985 1.8899
C: -2.5758 2.2249 -6.5060
C: -5.7353 -0.6044 3.4543
N: 2.2233 6.7714 -4.7932
C: 4.1662 1.2634 2.4942
H: 1.0734 4.4967 1.8967
H: 0.3869 2.4606 1.8580



no.,LUMO (eV)
1,0.4
2,0.5